This record from the Open Molecules 2025 dataset describes one molecule with the formula C6H10O in a non-equilibrium geometry. The level of theory is ωB97M-V/def2-TZVPD.

The geometry in XYZ format:
```
17
Properties=species:S:1:pos:R:3:forces:R:3
O 1.5811 -0.2211 -1.0243 0.0 0.3 0.1
C -0.5612 -0.7899 2.1161 0.0 0.1 0.0
C -0.5137 0.6723 -1.7261 0.6 -0.6 -0.8
C 0.9694 0.8478 -1.7198 -1.5 -2.1 -0.2
C 0.1554 -1.1431 0.8101 0.2 -0.3 0.0
C -0.1250 1.0770 -0.3421 2.7 4.2 -0.9
C 0.8499 0.0635 0.2080 0.1 -0.8 0.0
H -0.8685 -0.3510 -1.8259 0.1 0.1 -0.1
H 0.9136 -1.9179 0.9873 -0.2 0.1 0.0
H 1.5678 0.4826 0.9291 -0.3 0.1 -0.2
H 0.1395 -0.3902 2.8607 -0.1 -0.1 -0.2
H 1.5411 1.3041 -2.5267 -0.1 0.5 0.6
H -0.5564 -1.5584 0.0847 0.1 0.1 0.1
H -1.3351 -0.0310 1.9461 0.2 -0.1 0.0
H -1.0444 -1.6723 2.5510 0.1 0.2 -0.1
H -1.0858 1.3992 -2.3025 0.1 -0.1 0.2
H 0.6104 2.1034 -0.6237 -1.9 -1.5 1.4
```
Forces are in eV/Å.

As for the net charge: 0. The value obtained for the LUMO energy is 1.141 eV. As for the orbital gap: 9.2 eV. As for the maximum force: 5.11 eV/Å.

natural (NBO) population analysis, charges in e, atoms 1 to 4: -0.524 -0.610 -0.497 0.121


This record from the Open Molecules 2025 dataset describes C4H12N2O2 as an isolated structure in a non-equilibrium geometry. The level of theory is ωB97M-V/def2-TZVPD.

The geometry in XYZ format:
```
20
Properties=species:S:1:pos:R:3:forces:R:3
O -0.4271 0.7940 -1.4290 -0.3 -0.9 1.5
O 1.6491 1.5003 -0.3079 -1.5 0.9 -2.4
N 1.0931 -1.6666 -0.7714 -0.2 -0.3 -0.5
N -1.1696 1.5421 0.5943 0.4 -1.3 -0.4
C 1.8618 0.6333 0.6391 -2.0 -2.9 0.5
C -2.2164 -0.4347 -0.4028 0.1 -0.4 0.1
C -1.1016 0.5645 -0.3572 -0.8 2.5 -1.3
C 0.8401 -1.0560 0.5009 2.7 1.4 0.6
H 1.5134 -1.4841 1.2458 0.0 -0.3 0.0
H -1.8525 -1.4037 -0.7483 0.0 0.1 0.0
H 0.6559 1.1855 -1.0843 1.2 0.5 1.3
H -2.9648 -0.0833 -1.1217 0.2 0.1 0.1
H -0.1310 -1.3343 0.9013 -0.4 0.6 -0.2
H 2.0557 -1.5313 -1.0624 -0.1 0.0 0.1
H 1.5337 0.9452 1.6377 0.4 0.0 0.3
H -0.3811 2.1747 0.6323 0.1 0.1 -0.1
H -1.6119 1.3258 1.4727 0.0 -0.1 0.0
H 0.5186 -1.2614 -1.5029 0.1 0.0 0.1
H -2.7145 -0.5547 0.5623 0.2 0.0 -0.1
H 2.8490 0.1446 0.6015 -0.2 0.1 0.3
```
Forces are in eV/Å.

As for the net charge: 0. The value obtained for the LUMO energy is 0.494 eV. As for the orbital gap: 7.8 eV. As for the maximum force: 3.56 eV/Å.

natural (NBO) population analysis, charges in e, atoms 1 to 4: -0.660 -0.825 -0.855 -0.778


This record from the Open Molecules 2025 dataset describes C3H6CeO3 as an isolated structure in a non-equilibrium geometry. The level of theory is ωB97M-V/def2-TZVPD.

The geometry in XYZ format:
```
13
Properties=species:S:1:pos:R:3:forces:R:3
Ce -2.6658 -0.7264 -0.6625 1.0 0.5 0.1
O 0.7382 0.3594 1.4515 2.0 0.1 1.3
O -0.1480 1.6859 -0.0611 1.4 1.6 -0.1
O 0.5165 -0.2714 -0.6391 1.6 -0.8 -1.0
C 0.5918 0.7608 0.2123 -6.4 -0.5 1.1
C 0.6720 0.0833 -2.0286 0.3 -0.8 -1.1
C -0.2683 -0.4133 2.1067 0.3 -0.1 -0.6
H -0.1439 -0.4504 -2.5251 0.3 -0.3 -0.5
H 1.6537 -0.2983 -2.3211 -0.4 -0.2 -0.3
H -0.3461 -1.3947 1.6265 0.2 -0.3 0.1
H -1.2461 0.0844 2.0664 0.0 0.5 0.1
H 0.0319 -0.5374 3.1510 -0.1 0.1 -0.3
H 0.6141 1.1180 -2.3769 -0.1 0.2 1.1
```
Forces are in eV/Å.

As for the net charge: +2. The value obtained for the LUMO energy (spin up / spin down) is -9.903 / -9.904 eV. As for the orbital gap (spin up / spin down): 7.3 / 8.2 eV. As for the maximum force: 6.52 eV/Å. As for the expectation value of S²: 2.001. Its spin multiplicity is 3.

natural (NBO) population analysis, charges in e, atoms 1 to 4: 1.979 -0.504 -0.600 -0.573


This record from the Open Molecules 2025 dataset describes C27H29CoF6N2O6PS2Si as an isolated structure. The level of theory is ωB97M-V/def2-TZVPD.

The geometry in XYZ format:
```
75
Properties=species:S:1:pos:R:3:forces:R:3
Co 0.0860 -0.0365 -0.1606 0.0 0.2 -0.5
S 2.5074 -1.1403 -2.3107 0.0 0.0 -0.1
S 4.5712 -0.3442 -0.3690 0.0 0.0 0.0
P -3.3723 -0.1468 -0.3023 -0.1 0.1 0.1
Si -0.4253 -3.4177 -0.5159 0.0 0.1 0.1
F -3.7304 0.5262 1.0909 0.0 0.0 0.0
F -2.7996 -1.4281 0.4551 0.0 0.0 0.0
F -2.7950 -0.7495 -1.7055 0.0 -0.1 -0.1
F -4.7940 -0.7942 -0.5166 0.0 0.0 0.0
F -1.7496 0.5633 -0.1340 0.0 -0.1 0.2
F -3.7533 1.1966 -1.0674 0.0 -0.1 0.0
O 0.5401 1.7714 -0.2265 -0.3 0.0 0.1
O 3.8930 -0.0206 3.5489 0.0 0.0 0.0
O -0.0816 -1.8452 -0.3741 0.0 0.0 -0.1
O -0.0928 3.6386 -1.2357 0.1 0.1 0.0
O 0.0965 0.0022 1.6961 0.1 -0.1 0.1
O -0.1622 0.1839 -2.1245 0.2 0.0 0.3
N 2.3400 -0.1846 1.3605 0.0 0.0 0.0
N 1.9488 -0.3514 0.1231 0.0 0.1 -0.1
C -1.9705 3.1963 -3.3606 0.0 0.0 0.0
C 2.2641 1.0113 -5.3810 0.0 0.0 0.0
C -3.2281 1.1579 -4.7607 0.0 0.0 0.0
C 1.1889 -4.3208 -0.8947 0.0 0.0 0.0
C -3.1100 3.4556 -4.1057 0.0 0.0 0.0
C 2.8307 0.2439 5.6014 0.0 0.0 0.0
C 1.2436 -0.0129 2.1904 0.0 0.0 0.0
C -1.1134 -4.1376 1.0660 0.0 0.0 0.0
C -1.4575 1.9043 -3.2969 0.0 0.0 0.0
C -1.5871 -3.7785 -1.9379 0.0 0.0 0.0
C 0.0490 2.4402 -1.2330 0.1 -0.1 0.0
C 1.9395 2.8172 -3.2988 0.1 -0.1 0.1
C 3.0190 2.9358 -4.1690 0.0 0.0 0.0
C 1.1935 0.8893 -4.5118 0.0 0.0 0.0
C -0.1779 1.5984 -2.5223 0.0 0.0 0.0
C 3.1897 2.0347 -5.2071 0.0 0.0 0.0
C 0.3147 0.2620 4.4238 0.0 0.0 0.0
C 2.9128 -0.5802 -0.7695 0.0 -0.1 0.0
C 1.6958 0.3823 6.3671 0.0 0.0 0.0
C 5.0969 -0.4095 -2.1062 0.0 0.0 0.0
C 0.4243 0.3922 5.7835 0.0 0.0 0.0
C -2.0859 0.8941 -4.0216 0.0 0.0 0.0
C 1.4592 0.1175 3.6146 0.0 0.0 0.0
C 1.0292 1.7805 -3.4521 0.0 0.1 0.0
C 4.2264 -1.4241 -2.8136 0.0 0.0 0.0
C -3.7468 2.4408 -4.8032 0.0 0.0 0.0
C 2.7354 0.1086 4.2155 0.0 0.0 0.0
H -1.7768 -4.8536 -2.0010 0.0 0.0 0.0
H 2.3682 0.3163 -6.2054 0.0 0.0 0.0
H 1.9147 -4.1902 -0.0867 0.0 0.0 0.0
H 3.8167 0.2359 6.0448 0.0 0.0 0.0
H 3.7097 -0.1155 2.5980 0.0 0.0 0.0
H -1.1517 -3.4648 -2.8916 0.0 0.0 0.0
H 6.1476 -0.6932 -2.1267 0.0 0.0 0.0
H -1.0712 -0.1845 -2.1487 -0.1 0.0 -0.1
H -3.5065 4.4623 -4.1310 0.0 0.0 0.0
H 1.6358 -3.9460 -1.8198 0.0 0.0 0.0
H -0.4595 0.5021 6.3951 0.0 0.0 0.0
H 4.0229 2.1394 -5.8903 0.0 0.0 0.0
H 1.7938 0.4854 7.4402 0.0 0.0 0.0
H -3.7141 0.3524 -5.2953 0.0 0.0 0.0
H -0.6522 0.2679 3.9392 0.0 0.0 0.0
H -1.2519 -5.2186 0.9813 0.0 0.0 0.0
H 1.8124 3.5344 -2.4993 0.0 0.0 0.0
H 4.4875 -2.4477 -2.5426 0.0 0.0 0.0
H -4.6428 2.6479 -5.3735 0.0 0.0 0.0
H -1.7093 -0.1214 -4.0169 0.0 0.0 0.0
H 1.0240 -5.3938 -1.0235 0.0 0.0 0.0
H -0.4333 -3.9512 1.9012 0.0 0.0 0.0
H -1.4906 3.9901 -2.8109 0.0 0.0 0.0
H -2.0761 -3.6873 1.3098 0.0 0.0 0.0
H 0.4740 0.0938 -4.6562 0.0 0.0 0.0
H 3.7211 3.7489 -4.0351 0.0 0.0 0.0
H 4.2697 -1.3087 -3.8958 0.0 0.0 0.0
H -2.5440 -3.2710 -1.8159 0.0 0.0 0.0
H 4.9769 0.5866 -2.5330 0.0 0.0 0.0
```
Forces are in eV/Å.

As for the net charge: 0. The value obtained for the LUMO energy (spin up / spin down) is -1.341 / -3.606 eV. As for the orbital gap (spin up / spin down): 7.7 / 5.4 eV. As for the maximum force: 0.52 eV/Å. As for the expectation value of S²: 0.763. Its spin multiplicity is 2.

Mulliken population analysis, charges in e, atoms 1 to 4: 0.081 0.140 -0.067 1.453


This record from the Open Molecules 2025 dataset describes one molecule with the formula C4H9NO. The level of theory is ωB97M-V/def2-TZVPD.

The geometry in XYZ format:
```
15
Properties=species:S:1:pos:R:3:forces:R:3
O 2.4853 -1.0254 -0.0574 -0.1 0.3 0.1
N 0.9137 0.5630 0.4001 0.1 0.0 -0.1
C 2.1853 0.1147 0.2422 0.0 0.0 0.0
C -0.2328 -0.3004 0.1344 -0.1 -0.1 0.0
C -1.4537 0.1456 0.9558 -0.1 0.1 0.0
C -0.5352 -0.3514 -1.3651 0.0 0.0 0.0
H 0.0919 -1.2972 0.4494 -0.1 0.1 0.0
H 2.9405 0.9001 0.4360 -0.1 -0.1 0.0
H -1.4245 -0.9594 -1.5666 0.1 0.1 0.1
H -2.1682 0.6948 0.3312 0.1 0.0 0.1
H 0.3147 -0.7848 -1.8998 -0.1 0.1 0.0
H -1.9861 -0.7123 1.3803 0.1 0.1 -0.1
H 0.7605 1.5529 0.5283 0.1 -0.1 0.0
H -1.1710 0.8024 1.7866 0.0 -0.2 -0.1
H -0.7205 0.6573 -1.7553 0.0 -0.1 0.1
```
Forces are in eV/Å.

As for the net charge: 0. The value obtained for the LUMO energy is 0.917 eV. As for the orbital gap: 10.6 eV. As for the maximum force: 0.36 eV/Å.

natural (NBO) population analysis, charges in e, atoms 1 to 4: -0.618 -0.616 0.528 -0.066


This record from the Open Molecules 2025 dataset describes CH6B2CsO2 as an isolated structure in a non-equilibrium geometry. The level of theory is ωB97M-V/def2-TZVPD.

The geometry in XYZ format:
```
12
Properties=species:S:1:pos:R:3:forces:R:3
Cs -1.5929 -1.6198 1.8803 -4.1 -4.3 4.1
O 0.0738 2.1316 -0.1672 1.1 -1.0 -0.1
O 2.0728 0.9243 -0.7197 -1.2 0.5 0.8
C 0.2100 -0.3433 0.6273 0.4 0.7 -1.3
B -0.9356 -0.9793 -0.3490 1.7 1.4 -1.0
B 0.8084 0.9463 -0.1552 0.5 1.0 0.1
H -0.7800 -1.9047 -1.0763 0.1 -0.1 0.2
H 2.1250 0.3603 -1.4805 0.5 -0.6 -0.5
H -0.7475 1.9920 -0.6259 -0.9 0.3 0.0
H -0.3164 -0.0471 1.5962 2.7 1.6 -2.1
H 1.0782 -1.0176 0.8247 -0.8 0.3 0.1
H -1.9959 -0.4427 -0.3547 0.0 0.2 -0.3
```
Forces are in eV/Å.

As for the net charge: +1. The value obtained for the LUMO energy is -4.804 eV. As for the orbital gap: 9.7 eV. As for the maximum force: 7.22 eV/Å.

Mulliken population analysis, charges in e, atoms 1 to 4: 1.101 -0.469 -0.503 -0.435


This record from the Open Molecules 2025 dataset describes one molecule with the formula C4H6N2O in a non-equilibrium geometry. The level of theory is ωB97M-V/def2-TZVPD.

The geometry in XYZ format:
```
13
Properties=species:S:1:pos:R:3:forces:R:3
O 2.8118 -0.5151 -0.1042 0.3 -3.8 2.5
N 1.0996 1.1316 0.0088 4.6 -4.1 0.3
N 0.4981 -1.0467 -0.1479 1.4 1.1 0.4
C -0.2203 1.0861 -0.1409 1.1 -0.8 -0.6
C 1.5109 -0.1833 0.0116 -1.4 -1.0 -1.2
C -0.5707 -0.2139 -0.2397 -2.9 1.2 1.4
C -2.0323 -0.4645 0.0514 -1.2 -4.3 -2.6
H -2.4253 -1.4359 -0.6489 0.8 2.8 1.3
H -0.5369 2.0229 -0.0529 -3.2 3.2 0.1
H -2.1869 -0.9968 1.0045 0.1 1.0 0.1
H 2.8744 -1.5268 0.3573 -0.2 4.1 -2.1
H -2.7096 0.4056 -0.1491 0.8 -0.9 0.4
H 1.8873 1.7368 0.0499 -0.4 1.5 -0.1
```
Forces are in eV/Å.

As for the net charge: 0. The value obtained for the LUMO energy is 0.626 eV. As for the orbital gap: 8.6 eV. As for the maximum force: 6.17 eV/Å.

natural (NBO) population analysis, charges in e, atoms 1 to 4: -0.676 -0.536 -0.516 -0.127


This record from the Open Molecules 2025 dataset describes C23H31F6N4O2PdSSbSi as an isolated structure. The level of theory is ωB97M-V/def2-TZVPD.

The geometry in XYZ format:
```
70
Properties=species:S:1:pos:R:3:forces:R:3
Sb -2.4187 -1.3229 -2.9700 0.0 -0.2 -0.1
Pd 1.2802 0.1179 0.4310 0.2 0.2 0.5
S 0.0439 -1.0173 2.5049 0.0 0.1 0.2
Si 3.6403 -0.6908 -1.1341 0.2 0.0 -0.3
F -3.3937 0.0012 -1.9962 0.0 0.1 0.1
F -2.9234 -2.5771 -1.6082 -0.1 0.0 -0.1
F -3.9880 -1.7020 -3.9385 0.0 0.0 0.0
F -1.8693 -0.0125 -4.2163 -0.1 -0.1 0.0
F -0.9086 -0.9583 -1.8828 -0.1 0.0 -0.2
F -1.5011 -2.6830 -3.8931 0.0 0.1 0.1
O -2.5814 4.5989 4.3742 0.0 0.0 0.0
O -4.8344 2.7883 -1.8336 0.0 0.0 -0.1
N -0.0969 1.9835 -0.8702 0.0 0.0 0.0
N -2.0302 -0.5896 0.9311 0.1 -0.2 -0.1
N 0.7463 2.1316 1.6501 0.1 -0.2 -0.1
N -1.0809 -2.6276 0.6343 0.1 -0.1 0.0
C -2.0875 3.2184 -0.4310 0.0 0.0 -0.1
C -0.4456 2.6685 1.4099 -0.1 0.1 -0.2
C -0.9044 2.6249 -0.0195 0.1 0.0 0.1
C -1.5943 2.5057 -2.6473 0.0 0.0 -0.1
C 2.2687 -1.5722 -0.3119 0.0 0.2 0.0
C -0.2847 -3.7855 0.7192 0.0 0.0 -0.1
C -2.4488 3.1455 -1.7739 -0.1 0.1 0.1
C 1.3408 -5.2523 1.6950 0.0 0.0 0.0
C 3.0000 0.6395 -2.3156 0.1 0.1 -0.1
C -0.4804 -4.7180 -0.3044 0.1 0.1 0.0
C 1.2381 2.1736 2.8842 -0.1 0.0 -0.1
C 1.1544 -6.1779 0.6813 0.0 0.0 0.0
C -0.4322 1.9319 -2.1493 0.0 0.0 0.0
C -3.7856 3.6563 -2.2392 -0.1 0.0 0.0
C 0.6328 -4.0582 1.7276 0.0 -0.1 0.0
C -1.5179 3.7963 4.8607 0.0 0.0 0.0
C -1.2199 3.2288 2.4235 0.1 0.0 0.0
C 4.8041 -1.7398 -2.2146 -0.1 -0.2 0.0
C 4.7793 0.1269 0.1375 -0.1 0.1 0.1
C 0.2358 -5.9001 -0.3224 0.0 0.0 0.0
C 0.5548 2.7447 3.9391 0.1 0.0 0.1
C -0.7124 3.2608 3.7108 -0.1 0.0 0.0
C -1.0430 -1.4613 1.2939 -0.1 0.2 -0.1
H 4.9979 -0.5771 0.9465 0.0 0.0 0.0
H 2.6092 -2.1897 0.5247 -0.1 -0.1 -0.1
H -1.8419 2.3982 -3.6952 0.0 0.0 0.0
H 4.2282 -2.2719 -2.9789 0.0 0.0 0.0
H -1.9063 2.9466 5.4334 0.0 0.0 0.0
H 1.6098 -2.1446 -0.9704 0.1 0.0 0.0
H -1.8629 0.3534 1.2374 0.0 0.0 0.1
H 0.9975 2.7589 4.9282 0.0 0.0 0.0
H -1.6905 -2.6293 -0.1763 -0.1 -0.1 0.1
H 5.7289 0.4446 -0.3045 0.0 0.0 0.0
H 5.5626 -1.1364 -2.7237 0.0 0.0 0.0
H 0.8025 -3.3403 2.5134 0.0 -0.1 -0.1
H 2.5307 1.4770 -1.7926 0.0 0.0 0.0
H 0.0764 -6.6001 -1.1333 0.0 0.0 0.0
H -2.2024 3.6312 2.2319 0.0 0.0 0.0
H 2.2063 1.7077 3.0208 0.0 0.0 0.0
H -0.8601 4.3717 5.5202 0.0 0.0 0.0
H -1.1836 -4.4931 -1.0977 0.0 0.0 0.0
H 2.0611 -5.4492 2.4802 0.0 0.0 0.0
H -4.5831 1.8865 -2.0781 0.0 0.0 0.1
H -2.7398 3.7271 0.2665 0.0 0.0 0.0
H 0.2413 1.3880 -2.8011 0.0 0.0 0.0
H 5.3171 -2.4957 -1.6112 0.0 0.0 0.0
H -4.0096 4.6263 -1.7922 0.0 0.0 0.0
H 2.2552 0.2137 -2.9954 0.0 0.0 0.0
H -2.4137 -0.6671 -0.0041 0.0 0.0 0.1
H 4.3013 1.0043 0.5828 0.0 0.0 0.0
H -3.7741 3.7800 -3.3273 0.0 0.0 0.0
H 3.8234 1.0331 -2.9221 0.0 0.0 0.0
H 1.7240 -7.0986 0.6682 0.0 0.0 0.0
H -3.1414 4.8480 5.1134 0.0 0.0 0.0
```
Forces are in eV/Å.

As for the net charge: -1. The value obtained for the LUMO energy (spin up / spin down) is 1.992 / 1.989 eV. As for the orbital gap (spin up / spin down): 5.5 / 6.8 eV. As for the maximum force: 0.55 eV/Å. As for the expectation value of S²: 0.753. Its spin multiplicity is 2.

natural (NBO) population analysis, charges in e, atoms 1 to 4: 3.173 0.478 -0.303 1.602